Below is a cluster of 15 separate species, CH28O17 in total in a non-equilibrium geometry, with properties calculated with wB97M-V/def2-TZVPD.

```
46
CH28O17 wB97M-V/def2-TZVPD
C 4.16510 22.35083 -9.47439
O 5.10222 21.40224 -9.06697
O 3.03061 21.91094 -9.88357
O 4.31352 23.46834 -8.87655
O 5.65115 25.27296 -7.29583
H 5.66546 24.40126 -7.68741
H 6.26453 25.24910 -6.56141
O 1.42540 23.56392 -11.38707
H 1.85826 22.75605 -11.10609
H 2.08903 24.09274 -11.82357
O 4.17953 25.60185 -10.48557
H 4.27961 24.98831 -9.71340
H 3.28623 25.90312 -10.34627
O 1.66169 23.79938 -8.22198
H 2.54527 23.59003 -8.51840
H 1.01544 23.22535 -8.68003
O 3.93943 19.14169 -9.96308
H 4.20272 20.03570 -9.81374
H 4.72563 18.65497 -9.76921
O 6.45679 23.94058 -10.64323
H 5.86684 23.53104 -10.01909
H 5.96297 24.68629 -10.91160
O 6.86370 22.65462 -7.79564
H 6.09262 22.27026 -8.21523
H 6.98812 22.16683 -6.95988
O 5.57792 19.89257 -6.95711
H 5.38585 20.44360 -7.74638
H 4.68392 19.81503 -6.62431
O 1.85564 20.68135 -11.77027
H 2.45944 21.06467 -11.09376
H 2.39976 20.64907 -12.57503
O 7.18064 20.66496 -10.47633
H 6.43610 21.05882 -10.00541
H 7.94219 21.19678 -10.20508
O 4.76477 21.38108 -12.31027
H 5.72551 21.35625 -12.40628
H 4.57224 21.58488 -11.40876
O 1.34969 20.39631 -8.53394
H 0.62421 21.00534 -8.49618
H 2.04955 20.92888 -8.91750
O 3.07464 26.38801 -7.52495
H 2.67117 26.21127 -8.38658
H 3.97856 26.00603 -7.49155
O 4.06647 22.61484 -6.47455
H 4.13527 22.93296 -7.40140
H 3.63221 21.74711 -6.49729
```

Computed properties:
E_LUMO (hartree): 0.1950
HOMO level (Eh): -0.14635
Electronic energy (hartree): -1334.087316
Energy relative to the best compared isomer or geometry (same formula, charge and spin) (eV): 0.3342
Total charge: -2